A molecular structure, C42H38CsN12O2PS2Se, computed with ωB97M-V with the def2-TZVPD basis set.

Results
Highest occupied orbital energy   -1.8820 eV
LUMO energy   3.51 eV
Energy   -5990.28258 a.u.
M   1049.82 g/mol

ORCA input file:
```
! wB97M-V def2-TZVPD RIJCOSX def2/J DEFGRID3
* xyz -2 1
Cs -0.82 -0.49 -0.75
C -5.06 1.31 4.41
N -4.62 0.84 3.12
C -5.42 0.53 2.05
C -4.59 0.13 1.04
N -3.29 0.18 1.48
C -3.33 0.60 2.72
P -1.91 0.95 3.78
C -0.95 2.04 2.66
N -0.85 1.92 1.36
C -0.09 2.97 0.93
C 0.27 3.74 2.00
N -0.28 3.16 3.10
C -0.12 3.63 4.46
C -0.99 -0.62 3.66
N -1.36 -1.70 3.00
C -0.39 -2.63 3.24
C 0.57 -2.11 4.05
N 0.18 -0.83 4.33
C 0.91 0.12 5.14
H -6.15 1.37 4.40
H -4.66 2.31 4.62
H -4.75 0.64 5.21
H -6.49 0.63 2.11
H -4.85 -0.19 0.04
H 0.16 3.08 -0.11
H 0.88 4.62 2.08
H -0.19 4.71 4.47
H 0.86 3.34 4.86
H -0.90 3.21 5.08
H -0.42 -3.60 2.76
H 1.51 -2.50 4.41
H 1.49 -0.42 5.89
H 0.21 0.78 5.65
H 1.59 0.71 4.52
S 0.87 3.99 -4.11
C 2.22 2.93 -4.12
C 2.00 1.84 -3.34
C 0.73 1.77 -2.66
C 0.02 2.88 -3.01
C -1.38 3.22 -2.66
C -2.18 4.03 -3.47
C -3.50 4.25 -3.12
C -4.00 3.67 -1.97
C -3.14 2.91 -1.21
N -1.87 2.69 -1.53
H 3.11 3.19 -4.69
H 2.76 1.07 -3.24
H -1.77 4.44 -4.39
H -4.13 4.86 -3.76
H -5.04 3.79 -1.68
H -3.47 2.44 -0.28
C -6.42 -5.34 -3.82
C -5.38 -4.28 -3.54
C -4.02 -4.57 -3.67
C -3.17 -3.53 -3.35
N -3.57 -2.33 -2.96
C -4.92 -2.12 -2.87
S -5.49 -0.57 -2.40
N -5.83 -3.10 -3.16
H -6.15 -5.94 -4.69
H -7.38 -4.86 -3.99
H -6.51 -6.01 -2.97
H -3.66 -5.54 -3.98
H -2.09 -3.67 -3.41
O 0.27 -3.92 -0.06
C 1.45 -3.70 0.10
N 2.02 -2.59 0.68
C 3.35 -2.76 0.72
O 4.20 -2.00 1.20
C 3.73 -4.07 0.07
C 4.95 -4.67 -0.18
C 4.94 -5.90 -0.84
C 3.75 -6.50 -1.22
C 2.52 -5.88 -0.96
C 2.55 -4.66 -0.32
H 5.88 -4.19 0.12
H 5.88 -6.40 -1.06
H 3.77 -7.45 -1.73
H 1.58 -6.33 -1.26
C 3.75 4.18 0.35
N 4.09 2.78 0.31
C 3.83 1.87 1.29
Se 3.38 2.24 3.04
N 4.09 0.65 0.77
C 4.58 0.77 -0.52
C 5.05 -0.17 -1.42
C 5.54 0.32 -2.63
C 5.54 1.68 -2.93
C 5.05 2.62 -2.03
C 4.58 2.13 -0.82
H 3.55 4.45 1.39
H 2.87 4.38 -0.27
H 4.59 4.77 -0.02
H 4.01 -0.26 1.25
H 5.05 -1.22 -1.18
H 5.90 -0.39 -3.37
H 5.90 2.02 -3.89
H 5.01 3.67 -2.27
*
```

Here are the natural (NBO) charges for atoms 1 to 6, given in e: number 1, Cs, carries 0.92; number 2, C, carries -0.40; number 3, N, carries -0.35; number 4, C, carries -0.11; number 5, C, carries -0.09; number 6, N, carries -0.42